Entry 1:
A molecular structure, C38H40BN10O3PSV at a distorted geometry, computed with ωB97M-V/def2-TZVPD.

Computed properties:
Multiplicity = 2
HOMO-LUMO gap (spin up / spin down) = 6.9883 / 6.7668 eV
Max |F| = 19.596 eV/A
HOMO level (spin up / spin down) = -0.2644 / -0.2529 Ha
Expectation value of S² = 0.8070
E_LUMO (spin up / spin down) = -0.21 / -0.12 eV

CARTESIAN COORDINATES (ANGSTROEM)
V 0.00000 0.00000 0.00000
C 2.64600 -2.91520 1.43760
C 1.82020 -1.81050 1.57070
N 1.52500 -1.32210 0.34870
N 2.13570 -2.10060 -0.53150
C 2.83340 -3.06910 0.08070
B 1.99220 -1.74490 -1.99010
N 0.51320 -1.85450 -2.31290
C -0.10050 -2.57730 -3.26400
C -1.45330 -2.33640 -3.16310
C -1.58660 -1.44310 -2.11500
N -0.36840 -1.16150 -1.61110
N 2.29690 -0.27170 -2.00230
C 3.15660 0.46040 -2.72600
C 3.04270 1.76590 -2.29810
C 2.08710 1.74120 -1.29420
N 1.64640 0.47760 -1.12570
H 3.06060 -3.52350 2.23000
H 1.46250 -1.38780 2.49960
H 3.43010 -3.82290 -0.41650
H 2.66850 -2.40100 -2.72220
H 0.39420 -3.22700 -3.97460
H -2.24200 -2.75510 -3.77360
H -2.51250 -1.02460 -1.74470
H 3.81180 0.07820 -3.49790
H 3.58690 2.62580 -2.66440
H 1.73940 2.59020 -0.72150
O 0.81070 1.53510 3.65980
C 0.66550 1.29040 2.42610
O 0.54110 0.17870 1.84310
C 0.61490 2.52780 1.52920
P 0.14590 2.35160 -0.26790
C 0.48460 4.05470 -0.84720
C 1.38920 4.24250 -1.90210
C 1.68190 5.52530 -2.37360
C 1.07380 6.63750 -1.79560
C 0.17550 6.46780 -0.74480
C -0.11480 5.18530 -0.27260
C -1.68770 2.31800 -0.23620
C -2.42670 2.85220 -1.30680
C -3.82540 2.82470 -1.31100
C -4.51370 2.24420 -0.25030
C -3.80180 1.68160 0.80440
C -2.40300 1.71100 0.80490
H 1.62930 2.94690 1.55000
H -0.04200 3.26430 2.00690
H 1.87800 3.38490 -2.35980
H 2.38920 5.65120 -3.18810
H 1.30360 7.63480 -2.15870
H -0.29930 7.32970 -0.28480
H -0.81730 5.07360 0.55090
H -1.91430 3.29800 -2.15630
H -4.37020 3.25160 -2.14740
H -5.59870 2.21600 -0.25010
H -4.32310 1.20490 1.63000
H -1.88330 1.22970 1.63090
C -0.76560 1.12950 -5.82180
C -2.28770 1.22750 -5.71280
C -2.93020 -0.14040 -5.94590
C -2.74150 1.87680 -4.39290
N -2.39060 1.15910 -3.19350
C -1.31410 1.33320 -2.38420
N -1.41770 0.50270 -1.37260
N -2.59690 -0.17840 -1.56600
N -3.20480 0.22870 -2.67260
H -0.47380 0.78610 -6.82030
H -0.35070 0.42350 -5.09530
H -0.29910 2.10620 -5.65650
H -2.62890 1.88790 -6.52120
H -2.57030 -0.88590 -5.22960
H -2.69510 -0.50790 -6.95070
H -4.02010 -0.07930 -5.86060
H -3.83130 2.00240 -4.38990
H -2.30940 2.88130 -4.30540
H -0.51890 2.03990 -2.56480
C -7.13750 -3.89710 -2.63710
C -7.52040 -4.80750 -1.50330
O -8.56730 -4.69300 -0.87610
S -6.33510 -6.04190 -1.07770
C -4.97210 -5.00560 -0.59110
C -5.07360 -4.16680 0.52390
C -4.02090 -3.31060 0.85840
C -2.85730 -3.29260 0.08230
C -2.74250 -4.15430 -1.01370
C -3.79540 -5.01080 -1.34630
C -1.79620 -2.37960 0.39340
C -0.92130 -1.60560 0.63460
H -6.53430 -3.06720 -2.25900
H -8.04540 -3.49480 -3.09590
H -6.58360 -4.43770 -3.40970
H -5.97490 -4.16340 1.13520
H -4.12130 -2.65370 1.72080
H -1.83910 -4.15830 -1.62120
H -3.69210 -5.66850 -2.20710
H -1.14560 0.58140 1.19200

=====

Entry 2:
A molecular structure, C38H40Br2GaN2O2P, computed with ωB97M-V/def2-TZVPD.

Computed properties:
Charge = +2
HOMO-LUMO gap = 7.0831 eV
Max |F| = 0.615 eV/A
HOMO level = -0.4811 Ha
E_LUMO = -6.01 eV
ΔE to the lowest compared entry with this formula, charge and spin = 78.1 kJ/mol

CARTESIAN COORDINATES (ANGSTROEM)
Ga 0.00613 -0.83264 -0.08222
C -1.05857 6.62262 1.99948
C -0.09898 6.11627 0.91203
C 1.33315 6.44741 1.33236
C -0.39769 6.83477 -0.41285
C -0.30825 4.61380 0.73033
C 0.68145 3.68439 0.99785
C 0.38974 2.34438 0.81826
Br 1.75515 1.04910 1.17749
C -0.83202 1.86290 0.38650
O -1.07648 0.53454 0.25034
C -1.84763 2.79120 0.09768
C -1.54437 4.13259 0.28461
C -3.21281 2.32903 -0.42909
C -3.02225 1.62966 -1.78547
C -3.89402 1.37972 0.56975
C -4.16558 3.50807 -0.65213
H -0.95200 7.70287 2.11539
H -0.84139 6.15354 2.96158
H -2.10034 6.41613 1.74746
H 1.43632 7.52701 1.44450
H 2.06072 6.12382 0.58338
H 1.59017 5.99531 2.29349
H -0.16718 7.89717 -0.31750
H -1.44933 6.75206 -0.69365
H 0.20680 6.42766 -1.22639
H 1.66159 3.98135 1.34294
H -2.31259 4.86078 0.07329
H -2.35323 0.76939 -1.70340
H -2.60726 2.32318 -2.51983
H -3.98676 1.27888 -2.16055
H -3.30724 0.48077 0.75395
H -4.86948 1.08142 0.17875
H -4.05889 1.88334 1.52460
H -3.79005 4.20290 -1.40600
H -4.35369 4.05863 0.27180
H -5.12446 3.12673 -1.00708
O 0.52961 0.02754 -2.27953
N 1.68797 -0.77558 -2.08780
C 2.71778 -0.08769 -1.79794
C 3.78187 -0.81384 -1.09679
C 5.10027 -0.38335 -1.14821
C 6.07808 -1.04719 -0.42090
C 5.73454 -2.11810 0.38927
C 4.41118 -2.53091 0.48900
C 3.42700 -1.89003 -0.25201
P 1.71450 -2.45317 -0.09714
C 1.33616 -3.72841 -1.31174
C 0.24837 -4.57737 -1.09944
C -0.04903 -5.56117 -2.02973
C 0.74038 -5.70823 -3.16235
C 1.83301 -4.87465 -3.36594
C 2.13060 -3.88226 -2.44610
C 1.51429 -3.22342 1.52789
C 1.75645 -4.57793 1.75229
C 1.59841 -5.10616 3.02496
C 1.19901 -4.29189 4.07751
C 0.96092 -2.94001 3.86360
C 1.12084 -2.40939 2.59222
H 0.07620 -0.34069 -3.05612
H 2.76688 0.98649 -1.96543
H 5.36285 0.46722 -1.76599
H 7.10719 -0.71833 -0.47717
H 6.49466 -2.62645 0.96785
H 4.15717 -3.34205 1.15850
H -0.35283 -4.49143 -0.20329
H -0.88852 -6.22374 -1.86095
H 0.51209 -6.48364 -3.88202
H 2.45772 -5.00085 -4.23996
H 2.98755 -3.23892 -2.60754
H 2.06202 -5.22336 0.93694
H 1.78688 -6.15793 3.19477
H 1.07588 -4.71155 5.06757
H 0.66178 -2.30045 4.68354
H 0.96930 -1.33993 2.45504
Br -5.76997 -4.06068 -0.55317
C -4.09730 -3.25062 -0.43330
C -3.47019 -2.76315 -1.57497
C -2.24106 -2.16116 -1.44141
N -1.62591 -2.03410 -0.25471
C -2.23472 -2.50744 0.84565
C -3.46425 -3.12316 0.79789
H -3.93394 -2.84548 -2.54782
H -1.72537 -1.76863 -2.30801
H -1.71123 -2.38760 1.78660
H -3.92379 -3.48989 1.70469

=====

Entry 3:
A molecular structure, C38H40Br6F4O9 at a distorted geometry, computed with ωB97M-V/def2-TZVPD.

Computed properties:
HOMO-LUMO gap = 8.9957 eV
Max |F| = 1.216 eV/A
HOMO level = -0.3357 Ha
E_LUMO = -0.14 eV
ΔE to the lowest compared entry with this formula, charge and spin = 22.8 kJ/mol

CARTESIAN COORDINATES (ANGSTROEM)
C -4.55670 3.50143 5.72935
C -4.94115 2.61415 4.56599
C -5.94152 3.20557 3.54532
O -5.23753 3.12941 2.29841
C -4.03390 2.53508 2.46184
O -3.27300 2.32177 1.57762
O -3.80203 2.25128 3.75294
H -4.31490 4.52407 5.44485
H -3.68707 3.07976 6.23570
H -5.37360 3.47614 6.45243
H -5.31455 1.66906 4.96907
H -6.11750 4.26089 3.75069
H -6.86507 2.64067 3.47786
C 1.14064 -6.82769 -1.62524
C 2.45830 -6.14254 -1.39381
C 2.82058 -5.94011 0.09358
O 4.04777 -6.65489 0.26424
C 4.41383 -7.24832 -0.89118
O 5.36252 -7.94765 -1.01895
O 3.53634 -6.96111 -1.87396
H 0.32503 -6.19915 -1.26945
H 1.10069 -7.77745 -1.08263
H 1.02499 -7.07376 -2.68063
H 2.46054 -5.17982 -1.90440
H 2.05973 -6.35244 0.75412
H 3.01045 -4.90142 0.34666
C 0.11780 0.88102 0.40238
C 0.22488 -0.12208 -0.71399
C 1.64213 -0.25717 -1.29923
O 1.92512 -1.65375 -1.25969
C 0.94238 -2.29846 -0.59540
O 0.89811 -3.48345 -0.47820
O 0.04960 -1.43836 -0.09344
H 0.44300 1.86560 0.05543
H 0.79303 0.58440 1.20457
H -0.89197 1.01642 0.78284
H -0.56675 -0.02372 -1.45418
H 2.36626 0.29815 -0.70126
H 1.68773 0.09966 -2.32394
F 1.31563 2.56324 -1.88054
C 1.94022 3.51514 -1.14499
C 1.53960 4.82760 -1.27520
C 2.19311 5.78942 -0.51891
C 3.24682 5.44164 0.30617
C 3.63466 4.11069 0.41129
C 2.97207 3.12907 -0.30820
H 0.71677 5.03284 -1.94821
H 1.88060 6.81976 -0.63681
H 3.81856 6.15010 0.89136
H 4.53464 3.83573 0.94141
H 3.32154 2.10689 -0.40653
F -0.82713 3.79186 -0.98388
C -1.60699 4.13911 -2.03237
C -2.64530 5.01995 -1.85008
C -3.45580 5.32389 -2.93295
C -3.20361 4.77783 -4.18640
C -2.15001 3.89193 -4.34608
C -1.35308 3.56197 -3.25712
H -2.83655 5.46853 -0.88432
H -4.31390 5.97061 -2.80377
H -3.83208 5.06151 -5.02061
H -1.89905 3.50384 -5.32456
H -0.51395 2.88548 -3.36833
F -1.71395 -2.62041 5.55203
C -1.14249 -3.48716 4.68044
C -0.24473 -3.01151 3.74967
C 0.23088 -3.87116 2.76800
C -0.14571 -5.20658 2.77864
C -0.96140 -5.69125 3.78473
C -1.47290 -4.82738 4.74090
H 0.00464 -1.95801 3.70766
H 0.88043 -3.46775 2.00657
H 0.16150 -5.86203 1.97359
H -1.16725 -6.75031 3.85864
H -2.17710 -5.18778 5.48065
F 1.68954 -0.56683 -4.58007
C 1.15281 -1.65295 -5.18075
C 0.71347 -2.71057 -4.40900
C 0.28424 -3.85271 -5.07907
C 0.26747 -3.90502 -6.46661
C 0.52331 -2.74130 -7.19551
C 1.04202 -1.63493 -6.55584
H 0.84302 -2.69000 -3.33484
H 0.00278 -4.73539 -4.51536
H -0.06308 -4.78502 -7.00136
H 0.44610 -2.79671 -8.27328
H 1.25809 -0.72464 -7.09977
C -1.04567 4.86628 2.43741
Br -1.00870 6.54131 1.48338
Br -1.38902 5.08316 4.31741
Br 0.53305 3.83795 2.11615
H -1.87124 4.31150 2.02782
C 4.52451 0.75622 3.83399
Br 4.37129 0.26425 5.67630
Br 4.29857 2.64301 3.53241
Br 3.25781 -0.23016 2.74820
H 5.50677 0.47413 3.49021

=====

Entry 4:
A molecular structure, C38H40CaCl2N7O2S at a distorted geometry, computed with ωB97M-V/def2-TZVPD.

Computed properties:
Charge = -1
HOMO-LUMO gap = 3.6507 eV
Max |F| = 3.416 eV/A
HOMO level = -0.0703 Ha
E_LUMO = 1.74 eV
ΔE to the lowest compared entry with this formula, charge and spin = 79.8 kJ/mol

CARTESIAN COORDINATES (ANGSTROEM)
Ca 0.63656 0.24987 1.08825
C 1.60025 3.43778 0.67641
C 0.38987 3.64141 1.56479
N 0.02435 2.58867 2.51107
C 0.71607 2.66419 3.80843
C 1.62441 1.46364 4.07280
C 1.95655 1.06198 5.37712
C 3.05807 0.21807 5.52173
C 3.78565 -0.14827 4.40803
C 3.29429 0.20621 3.13906
C 3.87173 -0.45439 1.94204
N 3.23040 0.00359 0.71675
C 3.74516 1.24371 0.14157
C 2.80352 1.92665 -0.80393
N 1.56498 2.27004 -0.15981
N 2.23239 0.97680 2.96160
H 2.55283 3.46971 1.20485
H 1.52675 4.30110 0.00600
H -0.48799 3.87538 0.94536
H 0.63424 4.57904 2.13102
H -0.96004 2.67270 2.68060
H 0.03121 2.78925 4.64732
H 1.41822 3.50700 3.90111
H 1.42181 1.41622 6.24218
H 3.36409 -0.08801 6.50051
H 4.64893 -0.76564 4.45070
H 3.78153 -1.53488 2.02996
H 4.98704 -0.33860 1.90799
H 3.31428 -0.76636 0.04890
H 4.70309 1.07775 -0.36563
H 4.00936 1.91039 0.96658
H 2.65053 1.26352 -1.71477
H 3.31727 2.83949 -1.15071
H 0.87711 2.35264 -0.86863
Cl -2.26353 -1.25495 2.48123
C -1.24708 -2.07294 3.62854
C -1.82709 -2.27081 4.90429
C -1.11404 -2.78008 5.96539
C 0.21951 -3.16826 5.73433
C 0.84342 -2.98096 4.46563
Cl 2.48040 -3.43397 4.31850
C 0.10871 -2.42441 3.36756
S 0.75022 -2.41999 1.76133
H -2.83675 -1.91901 4.95435
H -1.51039 -2.92821 6.95057
H 0.82959 -3.63996 6.54335
C 0.59496 -4.62733 -1.26210
C 1.49410 -4.27516 -2.35274
C 1.20290 -4.22314 -3.76567
C 2.34573 -3.81923 -4.43769
C 3.39588 -3.78649 -3.38861
C 4.82442 -3.51494 -3.52536
N 2.83406 -4.01420 -2.15269
H -0.45901 -4.27880 -1.51471
H 0.88232 -4.10050 -0.33690
H 0.43402 -5.68786 -1.12254
H 0.22143 -4.37166 -4.20771
H 2.45601 -3.47910 -5.49541
H 5.54068 -4.34767 -3.39092
H 5.15854 -2.77329 -2.79015
H 5.04865 -3.08289 -4.54085
O 0.16050 -0.60260 -1.19432
C -0.76850 0.14757 -1.47266
N -1.56436 0.17491 -2.63313
C -2.73408 1.04608 -2.45014
C -2.22341 1.78574 -1.11370
O -2.70369 2.84528 -0.73144
N -1.18897 1.11616 -0.58155
C -2.90858 2.08414 -3.53887
C -4.13154 2.11553 -4.27681
C -4.35464 3.20455 -5.04553
C -3.43897 4.24035 -5.21324
C -2.24713 4.17164 -4.52238
C -1.95269 3.07304 -3.71082
C -3.95619 0.32403 -2.01737
C -5.08254 1.06700 -1.53004
C -6.24044 0.36524 -1.22721
C -6.29587 -1.01784 -1.32937
C -5.18582 -1.73906 -1.84065
C -4.09101 -1.03105 -2.26943
H -1.46149 -0.57644 -3.30182
H -4.90372 1.36500 -4.23941
H -5.32224 3.34997 -5.56252
H -3.67326 5.10959 -5.79200
H -1.53374 5.01347 -4.55276
H -1.01812 3.04181 -3.14788
H -4.94664 2.13895 -1.36503
H -7.14812 0.88458 -0.85957
H -7.21142 -1.51636 -1.06647
H -5.31654 -2.79523 -1.95736
H -3.28894 -1.62090 -2.77671

=====

Entry 5:
A molecular structure, C38H41AgBrN2OS2, computed with ωB97M-V/def2-TZVPD.

Computed properties:
Charge = -1
HOMO-LUMO gap = 6.1332 eV
Max |F| = 0.632 eV/A
HOMO level = -0.1411 Ha
E_LUMO = 2.29 eV

CARTESIAN COORDINATES (ANGSTROEM)
Ag 0.64517 -1.65314 0.91626
C 6.15300 3.32618 1.50943
C 5.50080 3.54706 0.13818
C 5.16452 5.03215 0.00776
C 6.51447 3.19364 -0.95776
C 4.26059 2.66480 0.00687
C 4.39453 1.27787 0.02653
C 3.28456 0.47771 -0.10026
Br 3.53588 -1.41387 -0.11018
C 1.95040 0.94798 -0.26671
O 0.96833 0.16985 -0.49573
C 1.82085 2.37072 -0.16785
C 2.96284 3.16014 -0.08688
C 0.44137 3.04671 -0.21845
C 0.41983 4.29731 0.67815
C -0.71481 2.15977 0.27402
C 0.14268 3.46902 -1.66201
H 7.06207 3.92567 1.61110
H 6.41943 2.27875 1.65655
H 5.46256 3.60441 2.30758
H 6.07983 5.62484 0.07990
H 4.48965 5.36287 0.79905
H 4.69064 5.25511 -0.95013
H 7.39851 3.83410 -0.88932
H 6.06900 3.31868 -1.94621
H 6.84509 2.15793 -0.87706
H 5.36459 0.80868 0.13520
H 2.82964 4.23161 -0.08884
H 0.69723 4.04186 1.70202
H -0.59081 4.71247 0.69308
H 1.08565 5.08855 0.33384
H -0.52381 1.75854 1.27219
H -0.89402 1.30651 -0.36952
H -1.61241 2.78569 0.31795
H 0.90457 4.15684 -2.03739
H -0.83093 3.96460 -1.72478
H 0.12223 2.59375 -2.31404
C -2.28013 -0.60294 -4.30875
C -3.73723 -0.53798 -3.85351
C -4.31794 0.81228 -4.29581
C -4.50690 -1.67200 -4.54087
C -3.87239 -0.66868 -2.33736
C -5.15719 -0.63826 -1.75451
C -5.34883 -0.71819 -0.39178
C -4.22778 -0.84013 0.42878
S -4.08888 -0.92406 2.15186
C -2.33879 -0.99877 1.98745
N -1.91166 -0.98988 0.76973
C -2.95446 -0.88837 -0.13114
C -2.77324 -0.79740 -1.51247
C -1.45054 -1.10080 3.17720
C -2.01123 -0.84501 4.43124
C -1.22925 -0.92548 5.56950
C 0.11466 -1.25911 5.43047
C 0.65030 -1.50122 4.17254
C -0.09953 -1.43694 2.98696
H -2.23954 -0.50587 -5.39554
H -1.81103 -1.55025 -4.03945
H -1.67852 0.19896 -3.87968
H -4.22970 0.93074 -5.37821
H -3.78289 1.63361 -3.81731
H -5.37292 0.90075 -4.03451
H -4.40676 -1.58448 -5.62513
H -5.56991 -1.64826 -4.29850
H -4.11691 -2.64491 -4.23877
H -6.02412 -0.53816 -2.39495
H -6.34711 -0.67684 0.02346
H -1.76123 -0.80704 -1.89068
H -3.05495 -0.56313 4.53148
H -1.65544 -0.72166 6.54344
H 0.74531 -1.32474 6.31115
H 1.70593 -1.74812 4.11126
S 1.74160 -6.26487 0.08770
C 1.54032 -4.58141 -0.27384
N 0.45374 -4.03259 0.14079
C -0.33078 -4.95783 0.82083
C -1.55470 -4.64938 1.41647
C -2.21933 -5.66069 2.07365
C -1.67745 -6.95493 2.14596
C -0.46521 -7.26136 1.56683
C 0.21128 -6.23827 0.89580
H 2.29641 -4.02991 -0.81414
H -1.93289 -3.63871 1.36585
H -3.16808 -5.45130 2.54962
H -2.22143 -7.72601 2.67650
H -0.04637 -8.25570 1.63779

=====

Q: Among the records above, which one has the lowest max |F|?
A: C38H40Br2GaN2O2P